The following is a quantum chemistry calculation of a 6-piece molecular cluster, C30H20BF4O20 overall in a non-equilibrium geometry, from OMol25.

Results
molar mass = 787.3 g/mol
charge = -1
LUMO = -0.0129 Ha
orbital gap = 6.55 eV

Structure (XYZ):
```
75
Properties=species:S:1:pos:R:3:mulliken_charge:R:1
B 0.80552 -1.44268 0.54799 0.150
F 0.50952 -0.47368 1.44499 -0.145
F 2.10652 -1.31768 0.21199 -0.356
F 0.71252 -2.63068 1.14799 -0.395
F 0.07252 -1.30468 -0.59301 -0.385
C 3.43052 0.07332 -5.80801 -1.293
C 4.06952 1.35132 -6.37001 0.114
C 4.88852 2.17932 -5.51201 1.029
O 5.40452 3.20132 -5.85701 -0.587
C 5.05452 1.84432 -4.05301 -0.691
C 4.35452 0.65232 -3.44901 0.572
C 3.54652 -0.29868 -4.36101 0.637
O 3.11852 -1.39668 -3.94301 -0.643
O 4.16652 0.48132 -2.09201 -0.457
O 3.81952 1.73232 -7.67101 -0.427
H 2.98552 -0.58268 -6.27901 0.857
H 5.47652 2.64432 -3.37601 0.330
H 3.59652 -0.26668 -1.95301 0.305
H 4.37552 2.30832 -7.68201 0.248
C -1.01148 2.54032 -6.10001 -0.658
C -2.34248 1.85132 -6.05501 0.184
C -2.45848 0.57532 -5.29501 0.526
O -3.52748 -0.04368 -5.31901 -0.631
C -1.45348 0.23532 -4.40001 -0.608
C -0.11248 0.96432 -4.47201 0.689
C 0.16552 2.11432 -5.38001 0.307
O 1.19052 2.68632 -5.53301 -0.495
O 0.84052 0.79132 -3.47301 -0.287
O -3.40748 2.07732 -6.88001 -0.509
H -0.86248 3.42732 -6.70001 0.445
H -1.55648 -0.63868 -3.71101 0.383
H 0.67752 -0.17868 -3.04701 0.306
H -4.16348 1.66932 -7.18801 0.353
C -3.86748 1.71232 3.79999 -0.783
C -2.53048 1.01532 3.63199 0.245
C -1.60448 0.90832 4.79099 0.939
O -0.62648 0.29432 4.70699 -0.505
C -2.02748 1.59732 6.07299 -0.589
C -3.41548 2.36432 6.07999 0.756
C -4.38848 2.40232 4.95099 0.309
O -5.46448 2.93232 5.12599 -0.581
O -3.92648 2.71532 7.30999 -0.417
O -2.15448 0.51832 2.38399 -0.426
H -4.49548 1.70532 2.92099 0.402
H -1.30648 1.69832 7.00799 0.143
H -3.26048 2.54532 7.89799 0.302
H -1.26448 0.19032 2.55099 0.255
C -2.19448 -7.54068 1.99599 -0.671
C -1.22248 -8.01368 0.93799 0.434
C -0.20248 -7.18068 0.38699 0.679
O 0.65552 -7.60968 -0.39601 -0.634
C -0.24648 -5.78868 0.77799 -0.531
C -1.17748 -5.31568 1.91199 0.319
C -2.26448 -6.22368 2.38099 0.413
O -2.98548 -5.75668 3.35599 -0.596
O -1.17848 -3.96668 2.36399 -0.370
O -1.26248 -9.33268 0.48699 -0.589
H -2.97348 -8.26168 2.40699 0.331
H 0.29752 -4.92768 0.34099 0.442
H -0.75948 -3.44868 1.74499 0.445
H -0.83748 -9.38968 -0.56901 0.408
C 2.26852 2.74732 4.19799 -1.006
C 1.72452 2.41432 2.80999 0.423
C 0.35652 2.92332 2.32799 0.765
O -0.12648 2.67932 1.30799 -0.474
C -0.40548 3.64432 3.42399 -1.180
C 0.23852 4.07632 4.74399 0.539
C 1.60152 3.72732 5.14199 0.652
O 2.15752 4.14332 6.13399 -0.582
O -0.38948 4.81032 5.70299 -0.449
O 2.32552 1.66832 1.84199 -0.467
H 3.27752 2.53732 4.42999 0.498
H -1.33048 3.77932 3.22499 0.705
H -1.22248 4.88532 5.34499 0.347
H 1.73652 1.29532 1.20799 0.232
```